1.
Molecular formula: F12N6O24S12Tl
Method: DFT, wB97M-V/def2-TZVPD

The geometry in XYZ format:
```
55
Properties=species:S:1:pos:R:3:forces:R:3:lowdin_charge:R:1
Tl 0.19087 -0.01745 -0.40071 0.6 -0.2 0.2 1.035
N -1.71807 -0.59572 4.77864 1.4 1.5 -1.7 -0.034
S -2.90787 0.41244 4.94472 -7.5 2.3 3.2 0.544
O -3.60674 0.83167 3.72967 2.0 -1.2 1.8 -0.188
O -2.82282 1.43876 5.99426 0.9 -2.3 -2.1 -0.184
F -3.84040 -0.70181 5.64011 0.4 1.0 -0.7 -0.169
S -0.84034 0.40109 3.72262 8.2 0.3 -4.0 0.600
O -0.50949 1.77736 4.03711 -2.5 -1.7 0.5 -0.177
O -0.85435 0.05588 2.29985 -1.6 0.4 3.0 -0.332
F 0.53438 -0.28420 4.13401 -1.0 -0.2 0.4 -0.153
N -2.28496 1.09574 -0.96486 0.9 1.9 -5.1 -0.138
S -2.62006 2.13251 -2.34005 0.5 1.7 -8.7 0.670
O -2.51240 3.55182 -2.15160 0.4 -2.0 1.1 -0.189
O -3.75059 1.69251 -3.24907 3.0 0.4 4.1 -0.225
F -1.35740 1.80512 -3.35492 -1.4 0.0 2.6 -0.186
S -3.72493 1.28498 -0.43153 -5.9 0.7 7.6 0.530
O -4.70865 0.28336 -0.80336 2.3 1.6 0.3 -0.145
O -4.18908 2.68394 -0.19773 1.3 -3.6 -1.4 -0.190
F -3.10464 0.93641 1.02130 -1.7 0.0 -0.8 -0.195
N 0.81317 -0.13212 -3.20032 -4.5 -4.2 -1.0 -0.279
S -0.04121 -1.07027 -4.49336 -2.9 -4.9 1.6 0.640
O 0.58682 -1.42319 -5.72775 0.2 1.9 0.2 -0.245
O -1.47305 -0.86399 -4.43161 2.1 0.8 0.2 -0.259
F 0.12059 -2.55387 -3.81714 -0.1 1.8 0.6 -0.193
S 1.70469 0.56257 -4.16105 6.3 7.3 -2.4 0.428
O 1.11250 1.47566 -5.16587 0.7 -2.3 1.9 -0.251
O 2.89803 -0.16717 -4.54342 -1.3 0.3 0.0 -0.205
F 2.29599 1.60619 -3.03401 -0.6 -0.9 -1.2 -0.204
N 1.38483 2.57854 -0.07569 -3.8 2.1 2.3 -0.338
S 0.58922 3.79321 0.83192 -1.2 1.1 4.2 0.544
O 0.19169 5.05275 0.24101 0.6 -1.9 -0.6 -0.261
O 1.01311 3.92916 2.23701 -0.4 -0.7 -2.8 -0.295
F -0.71160 2.94512 0.99935 -1.2 -0.6 -0.6 -0.213
S 2.70385 3.33039 -0.11053 10.2 0.6 0.3 0.418
O 3.48953 3.64180 1.14196 -3.1 -0.6 -2.9 -0.312
O 2.90572 4.23378 -1.20155 -1.0 0.6 0.3 -0.276
F 3.56347 2.09120 -0.62492 -0.1 -0.7 0.0 -0.212
N 2.77147 -1.15566 0.24915 1.2 -1.4 -3.1 -0.216
S 3.76941 -2.11439 -0.63904 1.1 -2.8 -9.3 0.578
O 3.72265 -3.56161 -0.41834 0.6 3.1 0.2 -0.232
O 5.00653 -1.42344 -1.09995 -3.0 -1.7 2.1 -0.227
F 2.86019 -2.04155 -1.98363 0.5 0.4 1.1 -0.206
S 3.64591 -1.42436 1.46150 1.2 1.8 11.9 0.489
O 4.86190 -0.61604 1.70736 -2.2 -2.1 -1.5 -0.199
O 3.61313 -2.78697 2.04429 0.4 2.9 -1.6 -0.209
F 2.59035 -0.64020 2.40275 0.5 -0.3 0.1 -0.206
N -0.83330 -2.66676 0.09961 -3.1 1.7 3.9 -0.330
S -0.59912 -4.11788 -0.20236 3.6 -8.6 -3.7 0.411
O -1.38806 -4.68798 -1.27604 0.3 0.9 1.0 -0.289
O -0.30226 -5.09805 0.88797 -0.8 3.0 -1.8 -0.302
F 0.81053 -3.88303 -0.91403 0.1 -0.1 0.2 -0.202
S -1.95510 -3.03782 1.34053 -2.4 1.6 3.4 0.604
O -1.38261 -3.17431 2.69405 -0.9 0.5 -2.9 -0.300
O -3.14726 -3.84008 1.02822 2.7 1.3 0.1 -0.276
F -2.56421 -1.54402 1.34549 0.1 -0.6 -0.1 -0.250
```
Forces are in eV/Å.

Properties
LUMO energy (spin up / spin down) (hartree): -0.1001 / -0.0943
2S+1: 2
Net charge: -2
HOMO energy (spin up / spin down) (eV): -5.28 / -5.72

2.
Molecular formula: C7H13N2
Method: DFT, wB97M-V/def2-TZVPD

The geometry in XYZ format:
```
22
Properties=species:S:1:pos:R:3:forces:R:3:lowdin_charge:R:1
C -4.28895 -0.47539 3.02056 1.4 1.9 0.5 -0.042
C -2.38690 -0.42128 1.30620 -1.3 0.2 0.2 0.145
C 2.37367 0.50325 -1.83557 0.9 1.6 1.4 -0.205
C 1.41040 -0.52549 -2.34964 -0.1 -0.3 -2.6 -0.200
C 2.34573 0.53737 -0.25206 -2.9 -4.2 -2.2 -0.140
C 0.16034 -0.62060 -1.54940 2.5 -4.9 -7.6 -0.129
C 0.92735 0.67567 0.33364 1.5 -3.3 -2.0 -0.120
N -3.36539 -0.47236 1.93933 2.9 -0.8 -0.4 -0.037
N -0.11891 0.03847 -0.48029 -2.5 5.8 10.6 0.093
H -5.04371 -1.11332 2.81540 -2.3 -2.4 -0.8 0.052
H -4.72896 0.50268 2.83006 -0.2 0.3 1.5 0.111
H -1.15397 -0.09883 0.16279 1.7 0.4 -1.3 0.106
H 3.51419 0.31397 -2.02603 -2.4 0.5 -0.5 0.156
H 1.92841 1.45210 -2.27542 1.5 -0.5 0.8 0.132
H 1.05806 -0.14942 -3.45958 1.0 -1.3 2.1 0.179
H 2.06441 -1.47750 -2.51447 -1.8 0.8 0.2 0.159
H 2.60187 -0.53238 0.09841 0.7 1.9 -0.4 0.154
H 2.88712 1.32462 0.08816 2.1 1.8 1.4 0.079
H -3.86276 -0.76719 4.02680 -0.1 1.0 -1.3 0.139
H -0.66418 -1.22382 -1.80889 -0.3 -1.4 -0.7 0.116
H 1.05695 0.31156 1.33321 -0.9 -0.5 0.9 0.138
H 0.67836 1.65487 0.41602 -1.4 3.4 0.3 0.114
```
Forces are in eV/Å.

Properties
LUMO energy (spin up / spin down) (hartree): -0.0939 / -0.3017
Relative energy (zero: lowest compared OMol25 entry of this formula, charge and spin) (kJ/mol): 367.3
2S+1: 3
Net charge: +1
HOMO energy (spin up / spin down) (eV): -10.69 / -14.93

3.
Molecular formula: C44H49GaN4O8P4Te
Method: DFT, wB97M-V/def2-TZVPD

The geometry in XYZ format:
```
111
Properties=species:S:1:pos:R:3:forces:R:3:lowdin_charge:R:1
Ga -0.35089 -0.29493 -0.10902 -0.8 0.0 0.3 0.286
O -3.58079 -2.87493 5.57298 -0.2 -0.4 0.0 0.105
N -3.35969 -1.69343 5.70378 0.0 0.2 0.2 -0.341
O -3.66159 -1.01793 6.65388 -0.1 0.1 0.4 0.124
C -2.69219 -1.00593 4.60328 0.2 1.3 -0.5 -0.049
C -2.80689 0.35767 4.56678 -0.2 -1.0 0.4 0.103
C -2.27359 1.11547 3.50068 0.5 -0.3 -1.2 -0.159
C -2.33689 2.51887 3.42088 0.1 -0.2 -0.4 0.022
C -1.83219 3.14077 2.30208 0.0 -0.1 0.3 -0.018
C -1.20949 2.38297 1.30578 -0.1 0.0 0.0 -0.113
N -1.10259 1.07067 1.37578 -0.2 -0.5 0.0 0.021
C -1.67699 0.42917 2.41428 0.2 0.6 0.7 -0.227
C -1.52989 -0.99453 2.46588 -0.2 -0.3 0.5 -0.130
N -0.89419 -1.58303 1.43408 0.2 -0.1 -0.1 0.048
C -0.56789 -2.87083 1.50708 -0.1 0.4 -0.2 -0.089
C -0.91609 -3.64883 2.59968 -0.2 0.1 0.3 0.013
C -1.64959 -3.09603 3.63358 0.2 -0.2 -0.4 0.066
C -1.98109 -1.72963 3.58818 0.1 0.1 -0.4 -0.033
H -3.33249 0.85857 5.36778 0.0 0.0 0.0 0.145
H -2.80399 3.07467 4.22108 0.0 0.1 0.0 0.141
H -1.89069 4.21047 2.19288 0.0 0.1 0.0 0.129
H -0.79899 2.84127 0.41668 0.0 0.1 0.0 0.118
H 0.00711 -3.25453 0.67288 -0.1 -0.1 0.0 0.106
H -0.62329 -4.68463 2.63088 0.0 -0.1 0.0 0.126
H -1.95919 -3.70473 4.46888 0.1 0.0 0.0 0.123
C 3.89661 1.27907 0.06378 0.4 0.4 0.0 -0.112
N 2.49891 0.86157 0.15498 -0.3 -0.6 -0.1 -0.488
P 1.83321 0.23887 1.61418 0.7 0.6 0.1 1.042
C 3.24981 -0.56253 2.45478 -0.3 0.0 -0.1 -0.341
C 3.83191 -1.66063 1.82388 -0.1 0.1 0.0 -0.104
C 4.90851 -2.30893 2.40008 0.0 -0.1 -0.1 -0.061
C 5.39771 -1.88593 3.62698 0.0 0.1 0.0 -0.052
C 4.80801 -0.80923 4.26878 0.1 -0.1 0.1 -0.052
C 3.74241 -0.14363 3.68758 0.0 0.1 -0.1 -0.071
C 1.60151 1.73007 2.64108 -0.1 -0.3 0.0 -0.366
C 1.95811 3.00977 2.23388 0.0 -0.1 0.0 -0.089
C 1.71431 4.09447 3.05808 0.0 0.1 0.1 -0.054
C 1.11931 3.91367 4.29468 0.0 0.0 0.0 -0.057
C 0.75521 2.64047 4.70658 0.0 0.0 0.0 -0.066
C 0.99001 1.55417 3.88348 0.1 0.0 -0.2 -0.128
P 1.69861 0.39277 -1.26302 0.6 0.7 0.4 1.016
C 2.99281 -0.40513 -2.25952 -0.5 0.0 0.0 -0.319
C 3.40071 -1.70103 -1.96022 0.0 0.0 0.1 -0.119
C 4.45441 -2.27233 -2.65232 0.0 0.0 0.1 -0.053
C 5.12181 -1.54303 -3.62392 0.0 0.0 0.0 -0.040
C 4.74721 -0.23513 -3.89102 0.1 0.0 0.0 -0.041
C 3.68191 0.33547 -3.21722 -0.1 0.0 0.0 -0.074
C 1.20371 1.87787 -2.16772 -0.1 -0.3 0.0 -0.349
C 0.82781 1.73017 -3.50182 0.0 0.0 0.1 -0.094
C 0.29421 2.80347 -4.19002 -0.1 0.0 0.0 -0.042
C 0.10821 4.01767 -3.54632 0.0 0.0 0.0 -0.052
C 0.47541 4.16567 -2.21802 -0.1 0.0 0.0 -0.052
C 1.01501 3.09607 -1.52462 0.2 -0.1 0.1 -0.091
H 4.23251 1.64037 1.03408 0.0 0.0 0.0 0.090
H 3.99251 2.08267 -0.66792 0.0 0.1 0.0 0.094
H 4.55341 0.46097 -0.23932 -0.1 0.0 0.0 0.089
H 3.43551 -1.99543 0.87408 0.1 -0.1 -0.1 0.080
H 5.36521 -3.14733 1.89608 0.0 -0.1 0.0 0.112
H 6.23381 -2.39393 4.08278 0.1 0.0 0.0 0.116
H 5.17971 -0.48013 5.22708 0.1 0.0 0.1 0.116
H 3.30671 0.69977 4.20098 0.0 0.0 0.0 0.097
H 2.44001 3.17377 1.28348 0.1 0.0 -0.1 0.083
H 2.00461 5.08107 2.73388 0.0 0.1 0.0 0.115
H 0.94931 4.76177 4.93768 0.0 0.1 0.1 0.116
H 0.29701 2.49327 5.67158 -0.1 0.0 0.2 0.118
H 0.72951 0.55347 4.21108 -0.1 0.0 0.1 0.117
H 2.88121 -2.25933 -1.19522 0.0 -0.1 0.0 0.081
H 4.75651 -3.28643 -2.43492 0.0 -0.1 0.0 0.118
H 5.93641 -1.99203 -4.17032 0.1 0.0 0.0 0.119
H 5.28611 0.34437 -4.62492 0.0 0.0 -0.1 0.119
H 3.39711 1.35487 -3.43052 0.0 0.0 0.0 0.109
H 0.96131 0.77527 -3.99042 0.0 -0.1 -0.1 0.108
H 0.02371 2.69257 -5.22922 -0.1 0.0 -0.1 0.118
H -0.32109 4.85037 -4.08152 0.0 0.1 -0.1 0.117
H 0.33981 5.11537 -1.72222 0.0 0.1 0.0 0.116
H 1.30281 3.20787 -0.48752 0.0 0.0 0.0 0.078
C -4.01069 3.57957 -2.63752 0.0 -0.4 0.0 -0.069
C -4.46899 2.16457 -2.93832 -0.7 0.6 -0.2 -0.295
O -3.43619 1.19957 -2.73302 0.4 -0.4 0.4 -0.276
P -3.09059 0.50407 -1.34742 -0.3 0.0 0.0 0.189
O -1.55319 0.64097 -1.26742 0.2 0.0 0.2 -0.377
Te -4.43359 1.13247 0.47928 0.0 -0.1 -0.4 0.677
O -3.21649 -1.08133 -1.67362 0.2 0.6 0.1 -0.372
C -4.53029 -1.65373 -1.73652 -0.8 -0.3 -0.1 -0.295
C -4.91419 -2.11003 -3.13222 0.3 0.1 0.3 -0.049
H -4.79999 4.26457 -2.93462 0.0 0.1 0.0 0.088
H -3.10709 3.81367 -3.19642 0.1 0.0 -0.1 0.069
H -3.81459 3.70727 -1.57442 0.0 0.0 0.1 0.049
H -4.73239 2.06457 -3.99462 0.0 0.0 0.2 0.128
H -5.34049 1.90407 -2.32532 0.1 0.0 -0.1 0.080
H -5.24739 -0.90443 -1.37822 0.1 -0.3 0.0 0.050
H -4.54509 -2.49933 -1.04382 0.0 0.2 0.0 0.112
H -4.84229 -1.29023 -3.84292 0.0 0.1 -0.1 0.082
H -5.94479 -2.45583 -3.10572 -0.1 0.0 0.0 0.091
H -4.28479 -2.93093 -3.46682 0.1 -0.1 -0.1 0.068
C -2.31279 -4.21443 -1.29592 -0.2 -0.3 0.3 -0.087
O -1.72369 -3.33823 -2.24812 0.4 0.7 0.1 -0.290
P -0.74119 -2.13763 -1.81542 0.7 -0.9 -0.4 0.760
O 0.67481 -2.87553 -1.55942 -0.5 0.0 0.2 -0.372
C 1.16401 -3.82673 -2.51402 0.2 -0.4 -0.3 -0.080
O -0.44079 -1.50213 -3.23782 0.2 0.0 0.3 -0.279
C -1.45799 -1.09713 -4.15562 -0.3 0.2 -0.5 -0.061
H -3.15489 -4.69013 -1.80012 0.1 0.0 0.2 0.105
H -2.66449 -3.67073 -0.41462 0.0 0.0 -0.1 0.080
H -1.59979 -4.98043 -0.98052 0.0 0.0 -0.1 0.097
H 1.81801 -4.51053 -1.97602 0.0 0.0 -0.1 0.102
H 1.71961 -3.31863 -3.29932 0.0 0.0 0.0 0.089
H 0.34301 -4.38253 -2.96372 0.0 0.0 0.1 0.094
H -0.97359 -0.96503 -5.12392 0.0 0.0 0.1 0.106
H -1.90609 -0.16143 -3.82372 0.1 -0.1 -0.1 0.067
H -2.21859 -1.87193 -4.22842 0.0 0.0 -0.1 0.083
```
Forces are in eV/Å.

Properties
LUMO energy (hartree): -0.2222
Relative energy (zero: lowest compared OMol25 entry of this formula, charge and spin) (kJ/mol): 90.2
2S+1: 1
Net charge: +2
HOMO energy (eV): -12.11